No. 1
Below is a cluster of 6 separate species, C40H36FNO23 in total in a non-equilibrium geometry, with properties calculated with the ωB97M-V functional and the def2-TZVPD basis.

Properties
**Maximum force**: 1.09 eV/Å
**M**: 917.71 g/mol
**HOMO level**: -9.09 eV
**Total energy**: -93361.3574 eV
**LUMO energy**: -1.85 eV
**SMILES**: CC(=O)N(C)[C@H]1OC(=O)C[C@@H]1CCCF.O=C1C=C(O)C(=O)C=C1O.O=C1C=C(O)C(=O)C=C1O.O=C1C=C(O)C(=O)C=C1O.O=C1C=C(O)C(=O)C=C1O.O=C1C=C(O)C(=O)C=C1O

Last column: Löwdin charge in e.
CARTESIAN COORDINATES (ANGSTROEM)
1 F -3.985757 -1.833326 -1.096015  -0.056
2 O 1.743415 -4.378171 -4.926270  0.122
3 O -4.301880 1.412570 2.253581  0.086
4 O 2.805593 2.370604 -10.175960  0.121
5 O -7.639607 3.459898 5.797104  0.105
6 O 0.988924 5.230492 -3.105424  0.104
7 O -7.435032 4.674537 3.513295  0.121
8 O 6.960507 -5.463000 -3.741266  0.126
9 O 0.644889 -3.033218 5.209548  0.113
10 O 1.721413 -4.979722 9.332542  0.088
11 O 1.793431 3.773883 -4.997352  0.093
12 O 3.692521 4.616222 -9.215993  0.106
13 O -0.102859 -1.752870 1.579790  0.063
14 O -0.684938 3.351126 0.854582  0.093
15 O 0.974832 1.498394 -5.936439  0.101
16 O -4.562213 0.145388 4.539848  0.134
17 O -1.605949 -2.152569 6.351711  0.115
18 O -0.557308 -1.192884 3.693006  0.132
19 O -0.486607 -4.186510 10.436237  0.106
20 O 2.984811 -3.061696 -3.049872  0.071
21 O 5.745914 -6.728299 -5.659437  0.111
22 O -2.414602 5.271456 1.165537  0.120
23 O -0.687858 7.194997 -2.762583  0.113
24 O 3.102138 -1.871876 1.921005  0.136
25 N 1.734474 -1.037292 0.282158  -0.077
26 C 3.671159 -3.905312 -3.606903  -0.299
27 C -2.715041 -1.343050 -0.824520  -0.208
28 C -0.170817 -0.851237 2.613757  -0.401
29 C 0.422486 -3.327417 6.470616  -0.229
30 C -0.235496 0.365493 0.628524  -0.203
31 C 0.268513 -1.056211 0.391209  -0.272
32 C 2.523909 2.624191 -8.909580  -0.233
33 C 2.095853 3.514018 -6.259736  -0.224
34 C 1.290488 -4.051741 7.203972  0.065
35 C 3.009856 -4.698701 -4.712636  -0.230
36 C 5.046323 -4.185415 -3.273638  0.075
37 C 0.221547 0.500449 2.092259  -0.022
38 C -0.644641 4.204311 -0.016037  -0.294
39 C -5.857083 3.113939 2.741221  0.072
40 C -1.767552 0.620125 0.554004  -0.142
41 C 2.386745 -2.119932 0.990375  -0.458
42 C 1.580354 2.176809 -6.748499  -0.311
43 C 5.703601 -5.129475 -3.965938  -0.231
44 C 0.254431 4.173770 -1.144068  0.077
45 C 5.050281 -5.909260 -5.089069  -0.310
46 C -0.874657 -2.806532 7.065758  -0.309
47 C 0.212415 5.173555 -2.039291  -0.221
48 C -0.303547 -3.844594 9.167202  -0.242
49 C 3.060782 3.951604 -8.415282  -0.313
50 C 2.192233 -0.961309 -1.108472  -0.053
51 C -5.096036 1.920233 3.028724  -0.294
52 C -6.693507 3.593039 3.674344  -0.233
53 C 0.996009 -4.345049 8.582043  -0.324
54 C -6.865555 2.925780 5.023145  -0.313
55 C -2.728082 -0.577590 0.485634  -0.163
56 C -0.747551 6.337773 -1.900978  -0.307
57 C 2.793779 4.343698 -7.049099  0.075
58 C 2.129992 -3.535286 0.521939  0.027
59 C -1.661001 6.356292 -0.779084  0.076
60 C 3.665042 -5.639707 -5.406941  0.075
61 C 1.828852 1.792801 -8.118734  0.071
62 C -1.175235 -3.123447 8.452224  0.068
63 C -6.118762 1.721630 5.300896  0.075
64 C -1.619460 5.353735 0.110736  -0.227
65 C -5.282665 1.238419 4.368150  -0.226
66 H 0.939030 3.341263 -1.232448  0.130
67 H -2.596217 -1.243372 1.340521  0.116
68 H -4.034942 0.012397 3.729450  0.120
69 H 1.301167 0.645768 2.154286  0.140
70 H -0.077247 -2.476805 4.831628  0.076
71 H 1.444612 0.843420 -8.463675  0.136
72 H 7.175319 -6.165888 -4.387505  0.124
73 H 2.216847 -4.426421 6.791807  0.133
74 H 0.232557 1.137423 0.023756  0.124
75 H 3.169045 5.298411 -6.708724  0.136
76 H 1.288039 2.995423 -4.686593  0.118
77 H -2.166159 4.448035 1.631102  0.120
78 H -2.037711 1.145898 1.467415  0.084
79 H -3.732765 -0.167110 0.591299  0.100
80 H -2.107055 -2.761395 8.863083  0.132
81 H -2.399234 -0.719249 -1.663589  0.123
82 H 1.529916 -3.667906 -4.290419  0.119
83 H 3.203271 -1.361772 -1.159805  0.086
84 H -6.256844 1.243442 6.260100  0.138
85 H 0.743831 6.054925 -3.572975  0.127
86 H 1.053002 -3.699987 0.460955  0.087
87 H -2.022196 1.301972 -0.259578  0.116
88 H 3.201199 -6.209534 -6.199380  0.137
89 H -0.228942 1.316401 2.649600  0.128
90 H 5.506504 -3.624070 -2.472562  0.137
91 H 2.524061 -4.214217 1.274603  0.091
92 H 2.593178 -3.725470 -0.446682  0.071
93 H -2.079281 -2.228198 -0.768025  0.107
94 H 1.584004 -1.549506 -1.800708  0.075
95 H 2.263939 0.082001 -1.419796  0.087
96 H -5.727782 3.584671 1.776698  0.135
97 H 0.308587 -4.699992 10.684674  0.116
98 H 3.318408 3.139278 -10.497795  0.122
99 H -7.935031 4.783185 4.347963  0.122
100 H -2.353409 7.181877 -0.696167  0.137
101 H -0.117916 -1.533433 -0.514066  0.139

Cartesian forces (eV/Å) of the 2 atoms listed first:
F -0.3 0.0 -0.1
O 0.0 0.0 0.0

No. 2
Below is a structure of composition C40H37BCl2N9O2S2Sc in a non-equilibrium geometry, with properties calculated with the ωB97M-V functional and the def2-TZVPD basis.

Properties
**Maximum force**: 1.12 eV/Å
**M**: 866.61 g/mol
**HOMO level**: -1.55 eV
**Total energy**: -127687.0281 eV
**LUMO energy**: 4.31 eV
**Charge**: -2
**Energy above the lowest of the compared OMol25 structures with the same formula, charge and spin**: 39.2 kcal per mole

Last column: Löwdin charge in e.
CARTESIAN COORDINATES (ANGSTROEM)
1 Sc 0.565724 -0.611545 0.300120  0.780
2 Cl 1.490158 5.302802 -1.714421  0.684
3 Cl -3.292449 2.843330 -1.034499  0.863
4 S 0.845808 -1.517945 -2.235272  0.598
5 S 0.537876 1.590192 -1.320041  0.706
6 O 0.602770 1.026596 1.649531  -0.188
7 O -0.340512 1.255921 3.703454  0.034
8 N 3.483672 -3.241625 0.953584  -0.046
9 N 3.007708 -0.097643 0.554071  0.022
10 N -0.642077 3.987445 -0.097360  0.031
11 N 2.433785 -1.965813 2.864279  -0.017
12 N 3.950775 -0.763447 1.256498  -0.027
13 N 1.214926 -1.704307 2.352970  0.010
14 N 2.594973 -3.115922 -0.047668  0.052
15 N -0.606698 -3.906514 -0.944491  -0.013
16 N -0.432044 -3.540725 0.340259  0.083
17 C -1.252290 -5.072021 -1.089775  -0.326
18 C -1.032956 -4.490597 2.535842  -0.036
19 C -1.789187 4.106962 3.377807  -0.043
20 C -2.354518 0.620896 0.897366  -0.190
21 C -0.988244 -4.517488 1.041023  -0.343
22 C -0.082444 4.826615 -2.300328  -0.615
23 C 0.864521 2.140561 -3.980262  -0.130
24 C 1.020744 1.839702 -5.325427  -0.132
25 C 0.341405 3.157653 2.482461  -0.054
26 C 4.157723 -4.405760 0.869137  -0.117
27 C 5.100823 -0.069651 1.272019  -0.107
28 C -2.532152 4.061426 -3.294418  -0.106
29 C -4.614952 -0.131527 0.534635  -0.143
30 C -1.779319 -0.536973 0.347662  -0.195
31 C 0.368643 -1.678021 3.372554  -0.176
32 C -1.566114 -5.638889 -2.436680  -0.031
33 C -4.093043 -1.285886 -0.041478  -0.128
34 C 2.350309 -2.119582 4.194682  -0.092
35 C 0.772459 1.143215 -2.994501  -0.635
36 C -2.714210 -1.469251 -0.125244  -0.149
37 C 3.583646 1.013529 0.114370  -0.158
38 C -3.727507 0.831992 1.002074  -0.199
39 C -2.565386 5.071434 0.922598  -0.077
40 C 1.011438 -0.492576 -4.765600  -0.158
41 C -1.519360 -5.513875 0.187182  -0.006
42 C 4.919507 1.086321 0.541428  -0.074
43 C -1.628851 4.706085 -4.121572  -0.095
44 C 3.689827 -5.080672 -0.241520  -0.092
45 C 1.033660 -1.947531 4.575485  -0.063
46 C -0.985873 4.205425 -1.424688  -0.359
47 C 1.090801 0.507509 -5.725587  -0.144
48 C -0.385730 5.074186 -3.626700  -0.158
49 C -0.981697 3.853952 2.274786  -0.154
50 C -2.202316 3.794050 -1.973863  -0.562
51 C 0.857705 -0.204203 -3.402770  -0.681
52 C -3.344257 5.330420 2.038064  -0.116
53 C -1.412794 4.288062 1.019670  -0.219
54 C 0.156853 1.668361 2.656900  -0.647
55 C 2.712990 -4.214005 -0.776031  -0.190
56 C -2.974736 4.824434 3.279402  -0.116
57 B 3.680699 -2.103486 1.972896  -0.528
58 H -0.655802 -5.865189 -2.997510  0.073
59 H -3.588316 4.993654 4.155301  0.083
60 H -3.485887 3.712836 -3.669696  0.097
61 H -1.700330 -3.702736 2.890820  0.074
62 H -2.857624 5.467503 -0.043348  0.096
63 H 0.620008 -1.977993 5.570498  0.085
64 H 2.108343 -4.331544 -1.666426  0.078
65 H -1.463016 3.710678 4.333788  0.111
66 H -0.308009 -3.261420 -1.681768  -0.009
67 H -5.686910 0.017607 0.608395  0.079
68 H 4.635113 -2.375089 2.671915  0.111
69 H -2.377031 -2.383720 -0.591740  0.056
70 H 1.212611 0.248968 -6.771003  0.076
71 H 0.805480 3.179264 -3.659436  0.049
72 H 5.962905 -0.459112 1.790767  0.104
73 H -2.153284 -4.936897 -3.032903  0.078
74 H 1.088848 2.640060 -6.054194  0.080
75 H 0.167337 3.403174 0.032983  0.018
76 H 0.353959 5.547101 -4.258083  0.102
77 H -1.718914 1.418154 1.255338  0.058
78 H -4.093933 1.755412 1.443178  0.082
79 H -2.032841 -6.420658 0.472682  0.093
80 H 0.765250 3.528063 3.413639  0.121
81 H 3.235570 -2.336014 4.771945  0.107
82 H 1.066703 3.348180 1.690666  0.114
83 H 1.074466 -1.534966 -5.058779  0.080
84 H -1.399982 -5.446197 2.914674  0.066
85 H -4.244805 5.923914 1.930131  0.089
86 H 4.914323 -4.660947 1.595889  0.101
87 H 5.639024 1.864502 0.341061  0.076
88 H -1.880747 4.896237 -5.157980  0.098
89 H 4.005942 -6.043007 -0.612866  0.069
90 H 3.005468 1.703344 -0.480892  0.052
91 H -4.759235 -2.053966 -0.425979  0.080
92 H -0.668738 -1.432173 3.204188  0.112
93 H -0.047357 -4.299051 2.958589  0.064
94 H -2.138778 -6.559607 -2.328411  0.068

Cartesian forces (eV/Å) of the 2 atoms listed first:
Sc 0.2 0.4 -0.4
Cl -0.2 -0.1 0.0

No. 3
Below is a structure of composition C40H37BCl2N9O2S2Sc, with properties calculated with the ωB97M-V functional and the def2-TZVPD basis.

Properties
**Maximum force**: 0.50 eV/Å
**M**: 866.61 g/mol
**HOMO level**: -1.52 eV
**Total energy**: -127688.7278 eV
**LUMO energy**: 4.12 eV
**Charge**: -2
**Energy above the lowest of the compared OMol25 structures with the same formula, charge and spin**: 0.0 kcal per mole

Last column: Löwdin charge in e.
CARTESIAN COORDINATES (ANGSTROEM)
1 Sc -0.740412 -0.812983 -1.293994  0.604
2 Cl 1.377924 1.510653 3.213425  0.757
3 Cl 0.521952 6.349977 0.864824  0.721
4 S 0.618288 -2.966293 -0.641992  0.592
5 S 1.433899 0.114139 -0.253608  0.649
6 O -0.947815 2.131407 -3.444204  0.028
7 O -0.762499 1.322557 -1.350395  -0.232
8 N -3.056917 -0.447428 -3.750171  -0.015
9 N -0.003936 -0.814381 -3.498496  0.001
10 N -2.774647 -0.147155 -2.471407  0.020
11 N -0.749883 -1.033670 -4.590902  -0.017
12 N -0.129253 -2.141532 2.974939  0.068
13 N -2.263064 -2.792069 -3.617145  -0.023
14 N -1.846607 -2.813328 -2.334174  -0.004
15 N 0.879293 -1.532827 3.633964  0.080
16 N 0.882017 3.324861 0.854191  0.076
17 C 1.617272 4.344312 -2.635078  -0.031
18 C -2.043318 0.250912 1.458198  -0.169
19 C -0.030554 -0.783371 -5.695317  -0.092
20 C 0.957719 -3.774924 3.902018  -0.022
21 C -0.107270 -3.482570 3.089387  -0.315
22 C 4.028992 -3.187953 1.509733  -0.148
23 C 2.871200 -3.503111 0.815850  -0.155
24 C 1.005036 5.351950 2.209054  -0.569
25 C 1.551248 3.871875 4.461596  -0.131
26 C 2.411509 -1.165312 0.434365  -0.689
27 C -0.782198 2.246930 -2.234681  -0.633
28 C 1.232902 -0.386445 -5.310757  -0.065
29 C -2.791556 0.317004 2.632057  -0.119
30 C -3.112663 -1.774023 0.862562  -0.160
31 C -2.673043 -4.830891 -2.886024  -0.073
32 C 1.092048 3.956148 2.060702  -0.299
33 C 2.932469 4.054740 -0.230323  -0.031
34 C -0.583416 3.659007 -1.646321  -0.055
35 C 1.553525 -2.529553 4.191244  -0.377
36 C -4.148423 0.217311 -4.158205  -0.095
37 C -3.879909 -1.722759 2.023377  -0.138
38 C 2.049835 -2.514024 0.268919  -0.699
39 C -4.600990 0.984376 -3.101845  -0.068
40 C 1.570676 3.784919 -0.310799  -0.264
41 C 2.971719 4.620066 -2.556284  -0.100
42 C 3.634799 4.481685 -1.343346  -0.099
43 C 1.237600 5.992695 3.413707  -0.144
44 C -2.759018 -3.987809 -3.970643  -0.102
45 C 1.348145 3.238508 3.247580  -0.577
46 C 1.519110 5.254820 4.550008  -0.119
47 C 0.888544 3.936438 -1.519198  -0.174
48 C -3.714975 -0.676819 2.923987  -0.135
49 C 1.191893 -0.420573 -3.912150  -0.132
50 C 4.387847 -1.855179 1.671071  -0.147
51 C -2.157685 -0.799767 0.529839  -0.231
52 C 3.580347 -0.862397 1.140115  -0.154
53 C -2.089518 -4.040346 -1.887905  -0.197
54 C -1.065064 -4.376056 2.373908  -0.030
55 C 2.780022 -2.249290 4.994966  -0.054
56 C -3.694067 0.713277 -2.065418  -0.135
57 B -2.203580 -1.505244 -4.473067  -0.518
58 H 2.582518 -4.540048 0.683147  0.086
59 H -0.474026 -0.905149 -6.669770  0.107
60 H 5.286099 -1.588663 2.218735  0.082
61 H 1.165630 7.071328 3.449615  0.089
62 H -3.279196 -2.610551 0.189488  0.070
63 H -3.136673 -4.143968 -4.967728  0.106
64 H -1.057530 3.724885 -0.668441  0.108
65 H -0.720387 -1.595627 2.358051  0.117
66 H 4.697588 4.678448 -1.269615  0.090
67 H -2.088003 -4.009187 2.455063  0.062
68 H 1.691595 5.749947 5.496613  0.091
69 H -1.012366 -5.381863 2.791344  0.070
70 H -2.653119 -1.727829 -5.571492  0.114
71 H -3.651424 1.099669 -1.059897  0.112
72 H 1.745331 3.259070 5.331361  0.095
73 H 3.845837 0.181998 1.262589  0.082
74 H -1.036852 4.373864 -2.333611  0.115
75 H 0.831975 2.305693 0.888506  0.023
76 H 4.641110 -3.979546 1.930208  0.081
77 H 3.511410 4.934208 -3.441971  0.089
78 H 2.056615 -0.102025 -5.942238  0.079
79 H -0.793777 -4.404087 1.315387  0.027
80 H 3.654188 -2.710652 4.530744  0.058
81 H -1.808888 -4.307071 -0.882407  0.065
82 H -1.335338 1.050987 1.257088  0.066
83 H 1.282496 -4.758645 4.201216  0.095
84 H 3.438509 3.905923 0.716476  0.120
85 H 1.946347 -0.175498 -3.180706  0.091
86 H -4.604825 -2.505717 2.230231  0.084
87 H 2.690723 -2.633482 6.014813  0.061
88 H -2.641531 1.140810 3.323187  0.089
89 H -4.516323 0.097640 -5.163872  0.106
90 H -5.449548 1.646657 -3.084406  0.075
91 H 1.096110 4.434393 -3.581168  0.115
92 H 2.947695 -1.173787 5.036109  0.064
93 H -2.972422 -5.862988 -2.824303  0.077
94 H -4.295095 -0.639618 3.839919  0.080

Cartesian forces (eV/Å) of the 2 atoms listed first:
Sc -0.1 0.0 -0.1
Cl 0.0 0.0 0.0

Here are the calculated gap between HOMO and LUMO numbers, same order: 0.266 0.215 0.207 (Eh).